(1)
DFT (ωB97M-V/def2-TZVPD) results for C16H24N4O4S in the gas phase.

XYZ file:
```
49
Properties=species:S:1:pos:R:3:forces:R:3:lowdin_charge:R:1
C -6.22391 -0.35650 0.31519 0.022 0.025 -0.048 -0.057
C -4.79387 -0.69054 0.01414 -0.010 -0.035 0.088 -0.286
C -3.98749 -1.32495 0.94794 -0.130 0.135 -0.174 -0.039
C -2.66717 -1.62783 0.66950 0.251 -0.074 0.023 -0.003
C -2.12935 -1.29187 -0.56675 -0.500 -0.110 0.344 -0.236
N -0.80347 -1.56854 -0.90367 0.378 0.145 -0.506 0.158
C 0.17589 -2.12156 -0.17467 -0.129 0.009 0.108 -0.388
O 0.11521 -2.57989 0.95695 -0.095 0.056 -0.041 0.061
C 1.51265 -2.07335 -0.92471 0.221 -0.214 -0.110 -0.411
O 1.60198 -1.58371 -2.03829 0.070 0.062 -0.033 0.060
N 2.50660 -2.63725 -0.21869 -0.150 -0.362 0.293 0.076
C 3.87675 -2.24856 -0.42044 0.154 0.247 -0.045 -0.143
C 4.18521 -1.02441 0.47222 -0.165 -0.164 -0.230 -0.158
N 3.12217 -0.05975 0.30756 0.136 0.130 0.150 -0.188
C 2.58501 0.55363 1.49638 -0.210 0.215 0.031 -0.155
C 1.21369 1.13729 1.16064 0.020 -0.447 0.567 -0.187
N 1.33236 2.10578 0.08744 -0.650 0.650 -0.122 -0.227
S -0.18959 2.68992 -0.35607 -0.094 0.534 0.545 0.621
C -0.61260 3.75747 1.04565 0.313 -0.636 -0.544 -0.112
O -0.02479 3.51613 -1.51267 0.291 0.207 -0.114 -0.292
O -1.13778 1.61326 -0.43445 -0.046 -0.081 0.196 -0.287
C 1.97641 1.53654 -1.09030 0.313 -0.053 -0.689 -0.184
C 3.32594 0.93230 -0.72334 -0.288 0.121 -0.044 -0.151
C -2.92865 -0.65637 -1.51316 0.057 -0.097 0.083 -0.028
C -4.24272 -0.36118 -1.22059 0.074 -0.070 0.067 -0.042
H -6.51194 -0.72342 1.29709 -0.069 -0.003 0.052 0.072
H -6.88382 -0.79959 -0.42960 -0.106 -0.009 0.002 0.079
H -6.37294 0.72252 0.29022 -0.091 0.061 0.032 0.080
H -4.39475 -1.58808 1.91399 -0.047 -0.029 0.080 0.109
H -2.05166 -2.11919 1.40490 0.030 -0.031 0.011 0.099
H -0.49288 -1.23129 -1.81294 0.073 -0.126 0.238 0.145
H 2.22697 -2.91492 0.71746 -0.063 0.039 -0.168 0.138
H 4.54465 -3.07866 -0.18240 0.001 0.052 -0.108 0.119
H 3.97942 -1.98508 -1.47459 0.106 -0.078 0.065 0.117
H 4.21172 -1.35044 1.51503 0.042 0.039 -0.009 0.119
H 5.17281 -0.61773 0.21485 -0.001 -0.016 0.087 0.123
H 2.46200 -0.20121 2.27551 -0.009 0.052 -0.015 0.127
H 3.23747 1.36067 1.87750 -0.024 -0.074 0.056 0.129
H 0.80115 1.64751 2.03223 -0.002 -0.103 0.100 0.119
H 0.53159 0.32751 0.87076 0.083 0.003 0.136 0.111
H -1.28819 4.51703 0.67338 -0.106 0.025 -0.171 0.065
H 0.30675 4.20667 1.39526 0.133 0.127 0.089 0.065
H -1.09246 3.16382 1.81146 -0.047 -0.098 0.143 0.060
H 2.08705 2.34551 -1.81189 0.109 -0.132 -0.055 0.120
H 1.34842 0.75168 -1.52844 0.140 -0.005 -0.044 0.111
H 3.73953 0.44984 -1.60905 -0.005 0.053 -0.039 0.128
H 4.01431 1.72867 -0.38786 0.008 -0.057 -0.059 0.131
H -2.50874 -0.38431 -2.46983 0.058 0.057 -0.123 0.118
H -4.85496 0.13643 -1.95882 -0.046 0.057 -0.095 0.115
```
Forces are in eV/Å.

The calculation puts the electronic energy at -1542.295699 a.u. The HOMO energy is -8.18 eV. The SMILES is Cc1ccc(NC(=O)C(=O)NCCN2CCN(S(C)(=O)=O)CC2)cc1. For the energy above the lowest of the compared OMol25 structures with the same formula, charge and spin, the calculation gives 1.384 eV. For the frontier orbital gap, the calculation gives 8.772 eV.

=====

(2)
DFT (ωB97M-V/def2-TZVPD) results for C16H24N4O5S2 in the gas phase at a distorted geometry.

XYZ file:
```
51
Properties=species:S:1:pos:R:3:forces:R:3:lowdin_charge:R:1
C 6.37150 1.42299 3.89383 -0.414 -0.322 0.090 -0.408
S 5.35701 0.11235 4.63021 0.042 -0.119 -0.150 0.786
C 4.47904 -0.48765 3.15005 0.188 0.358 0.448 -0.506
C 3.47895 0.52410 2.61083 -0.083 -0.258 -0.224 -0.220
C 2.51944 -0.10993 1.60804 0.137 0.293 -0.120 -0.228
N 1.66202 -1.06953 2.28186 0.117 0.158 0.195 0.111
C 1.03796 -2.08216 1.62409 -0.102 0.029 0.338 -0.600
N 0.27254 -2.89353 2.40477 -0.207 -0.212 0.125 0.170
O 1.13142 -2.24147 0.41620 0.120 -0.245 -0.433 0.032
C 1.67182 0.97638 0.90387 0.304 -0.486 0.084 -0.403
O 1.63796 2.12556 1.28278 -0.024 0.277 0.097 0.087
N 0.99829 0.45836 -0.15135 -0.013 -0.375 -0.327 0.147
C 0.07354 1.08173 -0.98356 -0.355 0.228 -0.218 -0.191
C -0.26069 2.43264 -0.88866 0.093 0.074 0.138 0.009
C -1.19993 2.97777 -1.74701 -0.094 -0.195 -0.110 -0.052
C -1.82988 2.19084 -2.69846 -0.099 0.153 -0.113 -0.076
C -1.49332 0.85319 -2.78241 -0.199 -0.301 -0.473 -0.270
S -2.34034 -0.20410 -3.96195 -0.344 -0.188 0.008 0.671
O -1.45496 -1.26522 -4.33692 0.141 -0.022 0.328 -0.276
O -2.91899 0.62757 -4.97470 -0.031 0.233 0.256 -0.280
N -3.60816 -0.91106 -3.15312 0.773 0.366 -0.666 -0.234
C -4.74423 -0.09341 -2.80195 -0.324 0.463 0.331 -0.157
C -4.66403 0.36099 -1.34042 -0.057 0.129 -0.232 -0.178
O -4.49859 -0.74319 -0.47592 -0.176 -0.139 0.068 -0.126
C -3.32010 -1.46143 -0.77529 0.134 -0.157 -0.133 -0.180
C -3.33857 -1.97775 -2.21877 0.225 -0.263 0.543 -0.156
C -0.54915 0.29164 -1.95188 0.208 0.049 0.111 -0.010
H 6.94215 1.01304 3.06542 0.115 0.067 -0.070 0.035
H 7.04345 1.76741 4.67268 0.080 0.071 0.013 0.027
H 5.73935 2.24149 3.56338 0.090 0.132 -0.061 0.028
H 5.22375 -0.75407 2.39934 -0.057 -0.104 -0.068 0.081
H 3.97306 -1.39461 3.48048 0.044 -0.068 -0.048 0.065
H 2.90163 0.95230 3.43357 0.032 0.087 -0.027 0.117
H 3.99567 1.34548 2.11356 -0.077 0.030 0.080 0.117
H 3.07701 -0.65923 0.83873 -0.069 0.072 0.100 0.163
H 1.41107 -0.86005 3.23464 -0.051 -0.031 -0.028 0.153
H 0.36261 -2.89590 3.40500 0.041 -0.027 -0.028 0.100
H -0.08934 -3.72456 1.96954 0.023 0.065 -0.013 0.110
H 1.10008 -0.55154 -0.29701 0.061 0.264 0.183 0.106
H 0.22153 3.04468 -0.14442 0.012 0.002 0.008 0.102
H -1.44364 4.02620 -1.66906 -0.015 0.092 0.002 0.110
H -2.55984 2.59169 -3.38275 -0.072 0.125 -0.070 0.113
H -4.75843 0.75391 -3.48601 -0.234 0.038 0.070 0.117
H -5.65246 -0.69002 -2.94562 0.063 0.069 -0.035 0.134
H -5.59348 0.84404 -1.03475 0.074 0.059 -0.079 0.129
H -3.82674 1.06423 -1.20935 -0.132 -0.056 0.004 0.116
H -3.28891 -2.29392 -0.07047 0.097 0.017 -0.063 0.128
H -2.44333 -0.81598 -0.61425 -0.108 -0.112 0.024 0.111
H -2.38370 -2.42098 -2.49784 -0.060 -0.195 0.134 0.116
H -4.13026 -2.72883 -2.32325 0.093 0.033 -0.019 0.134
H -0.29180 -0.75048 -2.06573 0.091 -0.157 0.030 0.125
```
Forces are in eV/Å.

The calculation puts the electronic energy at -2015.737101 a.u. The HOMO energy is -8.83 eV. The SMILES is CSCC[C@@H](NC(N)=O)C(=O)Nc1cccc(S(=O)(=O)N2CCOCC2)c1. For the energy above the lowest of the compared OMol25 structures with the same formula, charge and spin, the calculation gives 0.220 eV. For the frontier orbital gap, the calculation gives 9.063 eV.

=====

(3)
DFT (ωB97M-V/def2-TZVPD) results for 4 unconnected molecules or ions with the total composition C16H24O12 at a distorted geometry.

XYZ file:
```
52
Properties=species:S:1:pos:R:3:forces:R:3:lowdin_charge:R:1
C -1.24424 -1.33339 2.57146 -6.493 -4.560 -1.132 0.042
C -1.35231 -2.66367 1.77484 0.287 1.424 -0.141 -0.242
C -0.00669 -3.34104 1.37112 -1.434 0.289 3.662 0.007
O 0.04781 -4.38167 2.42317 3.729 0.956 -1.631 0.102
C -1.05982 -4.46977 3.05068 -2.202 -3.980 3.189 -0.651
O -1.33911 -5.38557 3.82753 0.705 1.913 -1.249 0.107
O -1.90380 -3.53610 2.72654 -1.917 0.247 -0.639 0.107
H -0.81750 -0.74690 1.99798 4.276 6.126 -5.719 -0.013
H -0.62667 -1.46194 3.30868 3.007 -0.935 4.782 0.048
H -2.19645 -0.84859 2.79139 -0.085 -0.690 0.413 0.104
H -1.92113 -2.65114 0.81432 -0.330 0.434 1.146 0.158
H 0.84298 -2.66751 1.36448 0.250 -0.359 -0.001 0.126
H -0.18756 -3.93756 0.55922 0.196 -0.846 -2.681 0.102
C -2.13435 2.54894 -0.74472 -3.403 2.283 1.865 -0.010
C -3.53377 1.90321 -0.84449 2.841 -1.213 -0.529 -0.253
C -3.29590 0.45828 -1.38027 -1.490 -1.456 -2.240 -0.062
O -3.45977 -0.33396 -0.16068 1.112 -0.559 -2.190 0.040
C -4.07592 0.37902 0.77635 -1.258 -2.686 1.382 -0.610
O -4.56364 -0.15098 1.75453 0.960 1.481 -1.104 0.143
O -4.14477 1.61680 0.39820 -0.674 2.961 0.726 0.116
H -2.12697 3.49059 -0.19371 -0.518 -0.065 0.651 0.098
H -1.78487 2.93607 -1.61284 0.578 0.583 -3.512 0.050
H -1.36189 2.02161 -0.37272 2.185 -2.555 1.542 0.039
H -4.17511 2.54503 -1.42593 -0.401 -0.149 -0.138 0.151
H -2.27328 0.18668 -1.89416 -1.937 0.897 1.351 0.140
H -4.16741 0.15878 -2.19613 2.098 0.487 2.184 0.174
C 2.44886 2.26235 -0.06021 -1.208 0.439 -0.618 -0.037
C 2.74623 3.11047 1.25563 2.100 -5.863 -0.911 -0.283
C 3.29198 2.15552 2.45487 -2.652 0.039 -1.298 -0.123
O 4.45776 2.73457 2.86542 1.729 1.585 -1.925 0.079
C 4.74924 3.70752 1.91381 8.057 2.898 2.691 -0.472
O 5.87735 4.33710 1.93322 -5.502 -3.166 -0.141 0.058
O 3.79944 3.98524 1.09237 -0.541 0.811 -0.994 0.123
H 1.50014 1.62407 0.15137 1.284 1.363 -0.388 0.072
H 3.21096 1.37299 -0.29917 -1.164 2.635 0.257 0.111
H 2.17231 3.12062 -0.95803 1.070 -2.918 2.273 0.145
H 1.91850 3.51820 1.64079 -3.149 2.278 0.772 0.099
H 3.29509 1.12157 2.15026 0.976 -0.466 -0.481 0.119
H 2.64519 2.13542 3.29596 -1.024 0.355 0.746 0.116
C 0.48274 -0.08802 -3.97926 0.652 0.083 -0.588 0.000
C 0.18446 -1.19259 -2.98960 3.912 3.601 -1.007 -0.338
C 1.03548 -2.38503 -3.18043 1.216 -0.286 -0.799 -0.107
O 1.90678 -2.34858 -2.07900 0.775 0.690 1.710 0.065
C 1.57443 -1.32115 -1.20181 -0.247 -0.900 -1.118 -0.511
O 2.12835 -1.08228 -0.17840 -0.136 -0.060 -0.243 0.147
O 0.49053 -0.68532 -1.70765 1.847 0.218 2.152 0.063
H -0.08466 -0.32922 -4.83397 -1.011 0.162 -1.292 0.072
H 1.51198 -0.01569 -4.40634 -0.376 -0.550 0.951 0.111
H 0.26057 0.90683 -3.62564 -0.481 0.162 0.214 0.082
H -0.75705 -1.39073 -2.76886 -4.786 -1.177 -0.809 0.099
H 1.69095 -2.43705 -4.11760 -1.391 0.050 1.176 0.174
H 0.32452 -3.15203 -3.05257 -0.032 -2.010 -0.318 0.122
```
Forces are in eV/Å.

The calculation puts the electronic energy at -1526.802861 a.u. The HOMO energy is -10.14 eV. The SMILES is C[C@H]1COC(=O)O1.C[C@H]1COC(=O)O1.C[C@H]1COC(=O)O1.C[C@H]1COC(=O)O1. For the energy above the lowest of the compared OMol25 structures with the same formula, charge and spin, the calculation gives 5.945 eV. For the frontier orbital gap, the calculation gives 9.971 eV.

=====

Look up the electronic energy of the first one. -1542.295699 a.u.

=====

Which of these has the highest energy above the lowest of the compared OMol25 structures with the same formula, charge and spin? C16H24O12

=====

Which value of HOMO energy does entry 2 give? -8.83 eV

=====

Which of these has the highest HOMO energy? C16H24N4O4S